## i
{"formula": "C7H17NO", "method": "the ωB97M-V functional and the def2-TZVPD basis", "symbols": ["C", "C", "C", "C", "C", "O", "N", "H", "H", "H", "H", "H", "H", "H", "H", "H", "H", "H", "C", "C", "H", "H", "H", "H", "H", "H"], "positions_angstrom": [[1.094, -0.184, -0.306], [2.043, -0.139, -1.541], [2.021, 2.276, 0.211], [-0.263, 0.292, 2.335], [0.349, 1.442, 1.601], [0.083, 2.609, 1.847], [1.125, 1.075, 0.516], [0.102, -0.179, -0.738], [1.356, -0.901, 0.511], [1.104, -0.287, -2.276], [2.668, -0.931, -1.988], [2.958, 2.298, 0.762], [-1.321, 0.189, 2.512], [2.493, 0.767, -1.875], [2.333, 2.120, -0.858], [1.591, 3.228, 0.455], [-0.220, -0.696, 1.864], [0.171, 0.430, 3.359], [-2.813, -1.023, -1.001], [-2.034, -2.291, -0.599], [-3.616, -1.294, -1.659], [-3.085, -0.540, -0.064], [-2.241, -0.364, -1.692], [-1.460, -2.042, 0.271], [-1.613, -2.828, -1.448], [-2.822, -3.026, -0.198]], "orbital_gap_ev": 9.62, "e_homo_ev": -8.858, "lumo_ev": 0.77, "smiles": "CCN(C)C(C)=O.CC"}

## ii
{"formula": "C7H17NO", "method": "the ωB97M-V functional and the def2-TZVPD basis", "symbols": ["C", "C", "C", "C", "C", "O", "N", "H", "H", "H", "H", "H", "H", "H", "H", "H", "H", "H", "C", "C", "H", "H", "H", "H", "H", "H"], "positions_angstrom": [[-1.282, 0.888, 0.202], [-0.047, 1.227, 1.115], [-2.942, -1.064, 0.435], [0.079, -2.433, 0.854], [-0.527, -1.364, -0.040], [-0.123, -1.138, -1.158], [-1.529, -0.544, 0.526], [-2.273, 1.233, 0.541], [-1.131, 1.080, -0.878], [-0.124, 2.303, 1.188], [1.004, 1.229, 0.526], [-3.546, -0.593, 1.207], [-0.598, -2.899, 1.543], [0.198, 0.540, 1.897], [-3.415, -0.473, -0.660], [-3.037, -2.127, 0.330], [0.709, -3.118, 0.291], [0.963, -2.069, 1.629], [2.510, 0.476, -1.285], [1.870, 1.842, -1.151], [3.601, 0.570, -1.115], [2.101, -0.220, -0.532], [2.267, 0.043, -2.244], [0.815, 1.877, -1.238], [2.398, 2.510, -1.826], [2.058, 2.222, -0.160]], "orbital_gap_ev": 9.57, "e_homo_ev": -8.738, "lumo_ev": 0.83, "smiles": "CCN(C)C(C)=O.CC"}

Least stable of them? ii.

## i
{"formula": "C3H4S2", "method": "the ωB97M-V functional and the def2-TZVPD basis", "symbols": ["C", "C", "C", "S", "S", "H", "H", "H", "H"], "positions_angstrom": [[0.039, 0.898, 1.752], [-0.200, -0.271, -0.476], [-0.227, 0.966, 0.314], [1.106, 1.922, 2.410], [-1.841, 0.521, -0.701], [-0.677, 0.128, 2.170], [0.518, -0.265, -1.388], [-0.204, -1.320, -0.189], [0.333, 1.761, -0.229]], "orbital_gap_ev": 8.29, "e_homo_ev": -9.147, "lumo_ev": -0.86, "smiles": "S=C[C@H]1CS1"}

## ii
{"formula": "C3H4S2", "method": "the ωB97M-V functional and the def2-TZVPD basis", "symbols": ["C", "C", "C", "S", "S", "H", "H", "H", "H"], "positions_angstrom": [[-0.711, 0.243, 0.241], [-1.712, 1.091, 0.082], [1.468, -0.972, 0.030], [-0.246, -1.416, 0.324], [1.562, 0.855, 0.260], [-1.811, 2.204, 0.118], [-2.582, 0.697, -0.529], [2.313, -1.546, 0.560], [1.720, -1.156, -1.086]], "orbital_gap_ev": [7.60, 7.60], "e_homo_ev": [-8.458, -8.458], "lumo_ev": [-0.86, -0.86]}

Least stable of them? ii.

## i
{"formula": "C3H4S2", "method": "the ωB97M-V functional and the def2-TZVPD basis", "symbols": ["C", "C", "C", "S", "S", "H", "H", "H", "H"], "positions_angstrom": [[-0.664, -1.428, -1.609], [-0.605, -0.604, -0.739], [-0.495, 0.227, 0.475], [-0.017, 1.856, -0.133], [0.891, -0.479, 1.455], [-0.409, -2.248, -2.183], [-1.346, 0.269, 1.104], [0.888, 2.187, 0.845], [1.757, 0.219, 0.784]], "orbital_gap_ev": 10.14, "e_homo_ev": -9.447, "lumo_ev": 0.69, "smiles": "C#CC(S)S"}

## ii
{"formula": "C3H4S2", "method": "the ωB97M-V functional and the def2-TZVPD basis", "symbols": ["C", "C", "C", "S", "S", "H", "H", "H", "H"], "positions_angstrom": [[0.149, -0.129, 0.414], [2.339, -0.403, -0.421], [-1.137, 0.261, -0.217], [1.068, -1.523, -0.391], [1.561, 0.976, 0.273], [0.132, -0.569, 1.455], [-0.812, 0.685, -1.107], [-1.371, 1.092, 0.404], [-1.931, -0.389, -0.409]], "orbital_gap_ev": 8.87, "e_homo_ev": -8.578, "lumo_ev": 0.29}

## iii
{"formula": "C3H4S2", "method": "the ωB97M-V functional and the def2-TZVPD basis", "symbols": ["C", "C", "C", "S", "S", "H", "H", "H", "H"], "positions_angstrom": [[-1.222, -0.857, -0.579], [0.136, -0.774, -0.184], [0.921, 1.261, 0.666], [-0.074, -1.044, -1.987], [-0.453, -2.260, 0.549], [-2.175, -0.383, -0.692], [-0.110, 1.746, 0.434], [1.800, 1.538, 0.166], [1.177, 0.773, 1.625]], "orbital_gap_ev": 7.78, "e_homo_ev": -8.449, "lumo_ev": -0.67}

Least stable of them? iii.

## i
{"formula": "C3H4S2", "method": "the ωB97M-V functional and the def2-TZVPD basis", "symbols": ["C", "C", "C", "S", "S", "H", "H", "H", "H"], "positions_angstrom": [[-2.037, 0.009, -0.365], [-0.905, 0.025, -0.036], [0.495, -0.156, 0.422], [1.521, 1.170, -0.258], [1.117, -1.820, 0.142], [-3.076, 0.372, -0.577], [0.518, 0.096, 1.676], [0.608, 2.011, 0.020], [1.760, -1.707, -1.024]], "orbital_gap_ev": 10.21, "e_homo_ev": -9.470, "lumo_ev": 0.74, "smiles": "C#CC(S)S"}

## ii
{"formula": "C3H4S2", "method": "the ωB97M-V functional and the def2-TZVPD basis", "symbols": ["C", "C", "C", "S", "S", "H", "H", "H", "H"], "positions_angstrom": [[0.704, 1.061, -0.604], [-0.209, -1.753, 0.634], [-0.625, 0.995, -0.166], [1.491, 2.388, -1.305], [-1.173, -0.400, 0.722], [1.167, 0.105, -0.476], [0.761, -1.584, 0.442], [-0.708, -2.650, 0.759], [-1.408, 1.838, -0.006]], "orbital_gap_ev": [7.34, 6.49], "e_homo_ev": [-8.486, -8.269], "lumo_ev": [-1.14, -1.78]}

## iii
{"formula": "C3H4S2", "method": "the ωB97M-V functional and the def2-TZVPD basis", "symbols": ["C", "C", "C", "S", "S", "H", "H", "H", "H"], "positions_angstrom": [[1.420, 0.143, 0.946], [0.558, -0.112, -0.124], [-1.578, -0.010, -0.559], [1.556, -1.572, 0.191], [1.700, 1.253, -0.494], [1.317, 0.575, 1.873], [-2.074, -0.145, 0.369], [-1.380, -0.981, -0.969], [-1.520, 0.848, -1.231]], "orbital_gap_ev": [8.52, 8.52], "e_homo_ev": [-8.694, -8.694], "lumo_ev": [-0.18, -0.18]}

## iv
{"formula": "C3H4S2", "method": "the ωB97M-V functional and the def2-TZVPD basis", "symbols": ["C", "C", "C", "S", "S", "H", "H", "H", "H"], "positions_angstrom": [[-0.669, -1.181, 0.279], [-0.046, -0.221, -0.558], [0.547, 1.013, 0.041], [-1.109, -0.691, 1.763], [0.049, -0.431, -2.140], [-1.030, -2.158, -0.159], [-0.014, 1.270, 0.886], [0.773, 1.818, -0.674], [1.499, 0.580, 0.562]], "orbital_gap_ev": 6.99, "e_homo_ev": -8.926, "lumo_ev": -1.94, "smiles": "CC(=S)C=S"}

Least stable of them? iii.

## i
{"formula": "C7H16N2O3S", "method": "the ωB97M-V functional and the def2-TZVPD basis", "symbols": ["C", "C", "C", "C", "C", "C", "C", "N", "N", "O", "O", "O", "S", "H", "H", "H", "H", "H", "H", "H", "H", "H", "H", "H", "H", "H", "H", "H", "H"], "positions_angstrom": [[1.706, 1.562, 0.406], [-2.590, 0.722, 0.494], [-1.949, -1.746, 0.876], [-1.725, -0.739, -1.432], [1.728, -1.443, -1.152], [-0.276, 0.048, 0.591], [-1.654, -0.445, 0.093], [1.764, 2.967, 0.223], [0.404, 1.068, 0.104], [2.611, -0.976, 1.266], [4.345, -0.985, -0.524], [2.588, 0.927, -0.452], [2.967, -0.791, -0.142], [2.020, 1.174, 1.452], [-2.177, 0.899, 1.540], [-2.374, 1.549, -0.149], [-3.617, 0.516, 0.298], [-1.916, -1.587, 1.983], [-2.990, -1.958, 0.538], [-1.087, -2.413, 0.675], [-0.781, -1.261, -1.602], [-2.446, -1.492, -1.610], [-2.006, 0.104, -1.958], [1.264, -1.026, -2.008], [1.190, -2.283, -0.619], [0.268, -0.491, 1.444], [2.394, 3.159, -0.596], [2.268, 3.411, 1.002], [0.070, 1.531, -0.740]], "orbital_gap_ev": [6.31, 6.31], "e_homo_ev": [-6.854, -6.853], "lumo_ev": [-0.54, -0.54]}

## ii
{"formula": "C7H16N2O3S", "method": "the ωB97M-V functional and the def2-TZVPD basis", "symbols": ["C", "C", "C", "C", "C", "C", "C", "N", "N", "O", "O", "O", "S", "H", "H", "H", "H", "H", "H", "H", "H", "H", "H", "H", "H", "H", "H", "H", "H"], "positions_angstrom": [[-0.821, 0.014, 0.695], [-0.160, 1.498, 0.756], [-0.086, -0.849, -0.321], [-0.815, -0.567, 2.021], [-0.427, -0.688, -1.845], [1.315, -2.684, -0.869], [-0.419, 2.385, -0.403], [1.230, 1.428, 0.993], [0.754, -1.745, 0.150], [3.045, -0.320, 0.504], [3.119, 1.879, -0.520], [-1.794, 2.668, -0.785], [2.179, 0.753, -0.270], [-1.884, 0.283, 0.356], [-0.813, 1.970, 1.496], [-0.011, -1.000, 2.379], [-1.531, -1.333, 2.052], [-1.130, 0.205, 2.645], [-1.037, 0.183, -1.846], [-0.879, -1.601, -2.073], [0.540, -0.460, -2.337], [1.493, -2.191, -1.837], [2.399, -2.961, -0.575], [0.808, -3.609, -0.975], [-0.101, 2.080, -1.394], [0.176, 3.362, -0.174], [1.662, 2.327, 1.066], [2.587, -1.064, 0.897], [-2.098, 3.309, -0.158]], "orbital_gap_ev": 9.76, "e_homo_ev": -9.190, "lumo_ev": 0.57}

Least stable of them? i.